Record 1
Entry from OMol25: C33H30F3N2O8PbS3Sb as an isolated structure (ωB97M-V with the def2-TZVPD basis set).

The energy above the lowest of the compared OMol25 structures with the same formula, charge and spin comes out at 35.5 kJ/mol. The total energy is -106511.3430 eV. Its molar mass is 1064.8 u. For the LUMO energy, the calculation gives -0.17 eV. Its HOMO energy is -0.2981 Eh.

Atoms and positions in Å:
1 Pb -1.636 -1.295 1.237
2 Sb 0.663 0.856 -1.668
3 S -1.202 0.445 3.974
4 S -1.109 -3.015 4.086
5 S 1.448 -1.002 2.440
6 F 1.340 7.082 -2.241
7 F 6.175 -0.106 1.018
8 F -0.441 -0.101 -7.682
9 O -1.995 -5.087 -2.445
10 O 1.618 -2.060 -3.124
11 O -5.177 1.272 0.366
12 O -0.191 -0.938 -1.018
13 O -0.233 1.274 0.332
14 O -2.110 -3.007 -0.398
15 O 0.604 -4.716 -3.892
16 O -1.471 1.454 -1.422
17 N -4.121 -1.995 1.444
18 N -3.095 0.501 0.915
19 C 0.072 -3.947 -3.134
20 C 1.591 0.192 3.783
21 C 1.098 0.347 -5.964
22 C -0.301 -2.098 -1.692
23 C 1.196 5.746 -2.094
24 C -4.400 0.372 0.641
25 C -1.210 -4.175 -2.335
26 C 0.428 0.354 4.760
27 C -0.202 0.103 -6.369
28 C 4.509 -0.913 -0.433
29 C 1.596 -2.629 3.210
30 C -2.534 1.820 0.710
31 C -1.286 -3.036 -1.359
32 C 2.541 0.424 -0.816
33 C -2.213 -0.563 5.079
34 C 0.894 3.006 -1.773
35 C 3.280 -0.731 -1.047
36 C 4.272 1.228 0.666
37 C 0.590 -2.586 -2.704
38 C 1.183 3.558 -3.018
39 C 0.907 5.244 -0.841
40 C 0.763 3.876 -0.692
41 C 3.051 1.401 0.034
42 C -4.916 -1.063 0.630
43 C 1.339 4.927 -3.193
44 C -1.361 1.558 -0.180
45 C -1.011 0.278 -4.136
46 C 0.283 0.523 -3.702
47 C 0.695 -3.017 4.372
48 C -1.721 -1.966 5.435
49 C -1.259 0.058 -5.486
50 C 1.334 0.543 -4.617
51 C 4.979 0.069 0.415
52 H 2.503 2.313 0.228
53 H -4.144 -2.927 1.044
54 H 0.538 3.493 0.295
55 H -1.834 0.261 -3.440
56 H -2.396 -0.021 6.011
57 H 0.414 -0.459 5.478
58 H 4.676 1.973 1.332
59 H 0.970 -4.032 4.668
60 H 2.901 -1.496 -1.709
61 H 1.895 0.355 -6.690
62 H 1.445 -3.316 2.375
63 H -3.175 -0.615 4.565
64 H -2.256 -0.140 -5.853
65 H -0.944 -1.925 6.197
66 H 0.797 5.921 -0.006
67 H -5.973 -1.049 0.910
68 H 1.555 5.353 -4.160
69 H 2.352 0.683 -4.283
70 H 0.891 -2.384 5.233
71 H 2.505 0.004 4.354
72 H -4.855 -1.399 -0.407
73 H 1.274 2.931 -3.892
74 H -2.554 -2.499 5.900
75 H 5.096 -1.801 -0.608
76 H -2.175 2.255 1.649
77 H 0.595 1.269 5.331
78 H -3.246 2.494 0.227
79 H 2.628 -2.777 3.541
80 H 1.752 1.132 3.252
81 H -4.490 -2.059 2.387

Löwdin atomic charge list, values in e, 8 entries: 1.384, 1.776, 0.821, 0.818, 0.810, 0.058, 0.060, 0.064

---

Record 2
Entry from OMol25: C33H30FeN4P2S3 as an isolated structure (ωB97M-V with the def2-TZVPD basis set).

Its spin multiplicity is 6. The energy above the lowest of the compared OMol25 structures with the same formula, charge and spin comes out at 0.0 kJ/mol. Its net charge is +1. The total energy is -126135.8257 eV. Its molar mass is 696.6 u. For the LUMO energy (alpha / beta), the calculation gives -3.27 / -3.58 eV. Its HOMO energy (alpha / beta) is -0.3612 / -0.3755 Eh.

Atoms and positions in Å:
1 Fe -1.427 0.745 -1.243
2 S -1.683 -1.825 -0.756
3 S -3.842 1.006 -0.460
4 S -0.934 2.977 -0.488
5 P -0.032 -1.318 0.279
6 P 0.193 1.782 0.734
7 N -5.764 -0.578 -1.329
8 N -2.702 0.015 -2.989
9 N -0.282 0.850 -3.140
10 N -3.944 -0.460 -2.692
11 C -2.782 -1.134 -5.155
12 C 1.164 0.915 -5.491
13 C 1.455 -3.674 0.125
14 C -1.691 1.593 4.911
15 C 3.361 -2.587 -1.577
16 C 3.450 -3.915 -1.191
17 C 1.365 -2.336 -0.253
18 C -0.340 1.319 4.736
19 C 4.218 2.301 0.916
20 C 1.949 3.804 1.478
21 C 2.958 1.756 0.709
22 C -0.205 -1.671 2.041
23 C 2.319 -1.800 -1.110
24 C -2.151 -0.275 -4.110
25 C -1.585 -2.002 3.986
26 C 0.262 0.319 -0.121
27 C -0.558 1.759 2.377
28 C -1.464 -1.765 2.625
29 C 1.673 1.474 -4.337
30 C 1.822 2.505 0.990
31 C -1.907 2.039 2.562
32 C 4.341 3.594 1.396
33 C -2.472 1.954 3.825
34 C 0.933 -1.793 2.838
35 C 3.204 4.347 1.678
36 C -4.546 -0.064 -1.534
37 C 2.495 -4.458 -0.341
38 C -0.093 0.316 -5.459
39 C 0.918 1.420 -3.172
40 C 0.810 -2.037 4.194
41 C -0.449 -2.148 4.768
42 C -0.782 0.310 -4.260
43 C 0.224 1.404 3.475
44 H 1.696 -2.148 4.805
45 H -6.214 -1.197 -1.982
46 H 1.282 1.206 3.354
47 H 2.642 1.950 -4.320
48 H -0.515 -0.118 -6.350
49 H -2.347 -1.669 2.004
50 H -0.546 -2.349 5.826
51 H 2.852 0.746 0.331
52 H 5.102 1.715 0.706
53 H 1.920 -1.718 2.399
54 H 1.067 4.390 1.704
55 H 4.106 -2.164 -2.237
56 H -3.032 -2.110 -4.728
57 H -2.512 2.358 1.723
58 H 4.262 -4.530 -1.553
59 H 1.727 0.944 -6.413
60 H 0.273 1.045 5.581
61 H -3.696 -0.674 -5.535
62 H 2.564 -5.494 -0.039
63 H -2.128 -1.323 -5.998
64 H -3.518 2.190 3.962
65 H -2.129 1.532 5.898
66 H 2.240 -0.760 -1.404
67 H 1.265 1.833 -2.234
68 H 5.321 4.022 1.554
69 H 0.714 -4.105 0.787
70 H 3.302 5.356 2.054
71 H -2.566 -2.078 4.433
72 H -4.368 -1.156 -3.293
73 H -6.242 -0.361 -0.471

Löwdin atomic charge list, values in e, 8 entries: 0.332, 0.345, 0.704, 0.361, 0.450, 0.472, 0.126, -0.031